The following is a quantum chemistry calculation of a 16-piece molecular cluster, C48H61F3O48 overall, from OMol25.

Each line ends with the Löwdin charge.
Geometry (Å):
C 1.3621 -0.1480 -0.7431  -0.03
C 2.1569 -1.4274 -0.8948  -0.26
O 1.1013 -2.3650 -0.9743  0.10
C -0.1075 -1.8882 -0.4290  -0.47
O -1.0861 -2.5187 -0.2099  0.18
O 0.0949 -0.5702 -0.2244  0.08
F 2.8422 -1.6998 0.2377  0.09
H 1.2118 0.2646 -1.7290  0.11
H 1.8543 0.6132 -0.1294  0.13
H 2.7771 -1.4683 -1.7684  0.15
C 1.8877 7.0869 -0.8118  -0.07
C 2.5425 6.4098 0.3284  -0.30
O 1.7624 5.2500 0.4763  0.13
C 0.5558 5.4082 -0.1068  -0.50
O -0.3054 4.5894 -0.0294  0.16
O 0.5720 6.5495 -0.8785  0.09
F 2.4472 7.1803 1.4801  0.04
H 2.4607 6.8829 -1.7248  0.14
H 1.8285 8.1848 -0.6757  0.16
H 3.5626 6.3164 0.0759  0.14
C -1.4987 -4.2462 2.5076  0.00
C -2.9420 -4.7119 2.1664  -0.22
O -2.7299 -5.6367 1.1389  0.16
C -1.4767 -5.6568 0.7381  -0.55
O -1.0576 -6.3131 -0.1720  0.15
O -0.6694 -4.8748 1.4886  0.05
F -3.7535 -3.6877 1.6673  0.06
H -1.0504 -4.5106 3.4278  0.12
H -1.3284 -3.1772 2.3496  0.13
H -3.4831 -5.3186 2.9418  0.19
C 4.3357 4.1352 2.9412  -0.03
C 5.0592 2.8402 3.0930  -0.15
O 5.6940 2.9221 4.3349  0.07
C 4.9697 3.7740 5.1316  -0.54
O 5.1277 3.9168 6.3355  0.12
O 4.1069 4.4683 4.3895  0.04
H 3.3750 4.0030 2.4377  0.12
H 4.9109 4.9805 2.5904  0.13
H 5.8098 2.6700 2.3685  0.13
H 4.3435 2.0177 3.0495  0.11
C -5.7160 -1.8803 -0.5687  -0.14
C -6.1375 -1.5857 0.8563  -0.14
O -6.6957 -2.8360 1.2382  0.03
C -6.7963 -3.7522 0.1785  -0.51
O -7.2280 -4.8741 0.2809  0.15
O -6.3077 -3.1284 -0.9038  0.06
H -4.6060 -1.9085 -0.6874  0.12
H -6.0802 -1.1128 -1.2641  0.10
H -6.8429 -0.7496 0.9415  0.11
H -5.3741 -1.2539 1.4892  0.10
C 0.1066 -6.8395 -2.7062  -0.07
C 0.5930 -5.4380 -2.3154  -0.12
O 1.8576 -5.6981 -1.6928  0.04
C 2.0697 -7.0359 -1.5942  -0.59
O 2.9957 -7.5157 -1.0103  0.14
O 1.2124 -7.7643 -2.3292  0.07
H 0.0909 -6.9712 -3.7809  0.12
H -0.8015 -7.2227 -2.2660  0.11
H -0.0320 -4.8812 -1.6485  0.09
H 0.8535 -4.7904 -3.2176  0.15
C 3.6179 -0.5899 2.9605  -0.10
C 4.9106 -1.4375 2.9903  -0.06
O 5.6468 -0.9967 1.8358  0.07
C 5.0037 0.0232 1.2073  -0.53
O 5.3705 0.7448 0.3315  0.15
O 3.7592 0.2103 1.7863  -0.02
H 3.5734 0.0720 3.7905  0.11
H 2.7454 -1.2103 2.8006  0.11
H 4.6993 -2.5050 2.9594  0.12
H 5.5088 -1.1954 3.8476  0.13
C 2.4395 0.3030 -6.7478  -0.15
C 3.4009 1.2869 -6.1348  -0.09
O 3.9446 0.4983 -5.0482  0.01
C 3.3425 -0.6923 -4.8615  -0.52
O 3.4985 -1.4987 -3.9910  0.15
O 2.3395 -0.7061 -5.8103  0.03
H 2.9069 -0.1189 -7.6903  0.15
H 1.4526 0.7296 -6.8890  0.13
H 2.9130 2.0594 -5.6380  0.09
H 4.2397 1.6101 -6.7102  0.13
C -1.9587 1.1667 -3.5027  -0.13
C -1.9492 1.6174 -4.9935  -0.08
O -0.5541 1.7137 -5.1813  0.06
C 0.1644 1.2305 -4.1493  -0.49
O 1.3684 1.3100 -4.0540  0.14
O -0.6808 0.6830 -3.2313  0.06
H -2.7669 0.4248 -3.3359  0.13
H -2.2249 2.0080 -2.8702  0.13
H -2.4101 2.6318 -5.0816  0.15
H -2.3844 0.9045 -5.6960  0.13
C 3.2956 2.9738 -1.5146  -0.17
C 4.2709 2.4008 -2.4770  -0.04
O 4.7549 3.6815 -3.0462  0.10
C 4.5722 4.5617 -2.0804  -0.58
O 5.0510 5.7127 -2.0870  0.09
O 3.9972 4.0460 -1.0020  0.07
H 2.9889 2.3562 -0.7361  0.10
H 2.3847 3.2369 -2.0567  0.14
H 3.7903 1.7478 -3.2739  0.13
H 5.0958 1.8594 -1.9461  0.14
C 1.0606 5.2508 5.4927  -0.07
C 0.0289 6.1471 4.7572  -0.08
O -0.9932 5.2468 4.3101  0.07
C -0.8503 4.0692 4.9168  -0.61
O -1.6405 3.2456 4.8959  0.20
O 0.3964 3.9698 5.5176  0.03
H 1.1957 5.4889 6.5514  0.14
H 1.9926 5.0753 5.0080  0.10
H 0.4819 6.6327 3.8720  0.13
H -0.3525 6.9033 5.4085  0.12
C -2.8471 -4.3277 -3.5241  -0.14
C -3.6056 -3.0481 -3.2108  -0.08
O -2.8461 -2.0940 -3.9763  0.06
C -1.6476 -2.6101 -4.2694  -0.55
O -0.7421 -1.9786 -4.7255  0.17
O -1.5912 -3.9444 -3.9883  0.06
H -3.2880 -4.9713 -4.2876  0.14
H -2.7812 -4.8873 -2.6110  0.12
H -3.5682 -2.7999 -2.1192  0.12
H -4.6251 -3.1302 -3.6218  0.15
C 2.0949 -6.0098 1.7374  -0.08
C 2.6192 -4.6432 1.2775  -0.11
O 2.4728 -3.8107 2.3926  0.03
C 1.9339 -4.5107 3.4411  -0.57
O 1.6436 -4.0481 4.4970  0.14
O 1.7308 -5.7879 3.0883  0.08
H 2.8976 -6.7175 1.7490  0.13
H 1.2594 -6.3861 1.2202  0.10
H 2.1596 -4.1233 0.4681  0.09
H 3.6741 -4.6647 1.0556  0.14
C -8.6040 1.8306 -1.4440  -0.13
C -8.0064 0.4737 -1.7195  -0.13
O -6.8928 0.8094 -2.5281  0.03
C -7.0547 2.0475 -3.0837  -0.53
O -6.3741 2.5663 -3.8744  0.19
O -8.1884 2.6593 -2.5312  0.04
H -8.1592 2.2985 -0.5347  0.14
H -9.7094 1.8330 -1.4095  0.14
H -8.6822 -0.0882 -2.3631  0.14
H -7.6967 -0.0096 -0.7888  0.11
C -2.7874 3.2374 1.3350  -0.07
C -1.9852 1.8982 1.3634  -0.08
O -2.9744 0.8928 1.0166  0.03
C -4.0719 1.6300 0.5088  -0.51
O -4.9911 0.9771 -0.0078  0.10
O -3.9240 2.8991 0.5536  0.12
H -2.1647 4.0376 0.9488  0.10
H -3.0259 3.4888 2.3615  0.12
H -1.6700 1.6711 2.3920  0.12
H -1.2687 1.9364 0.6009  0.10
C 0.5969 -0.2249 5.5841  -0.09
C -0.0083 -0.8107 4.2941  -0.11
O 0.2850 0.1237 3.3003  0.05
C 1.1050 1.0558 3.7733  -0.56
O 1.5916 2.0220 3.2289  0.14
O 1.4436 0.8197 5.0948  0.04
H 1.1057 -0.9784 6.1601  0.12
H -0.0945 0.2297 6.3473  0.15
H -1.0797 -0.9712 4.2877  0.13
H 0.4788 -1.7506 3.9433  0.12

Force components x, y, z for each atom (eV/Å):
0.352 0.268 -0.363
-2.165 0.398 0.417
-1.040 -1.164 0.005
2.758 1.271 -0.731
0.096 -0.099 -0.150
-0.654 0.065 0.498
0.715 -0.411 0.391
-0.217 0.187 -0.339
-0.389 -0.447 0.363
0.412 -0.315 -0.345
-0.273 1.655 -0.957
-1.239 0.902 0.346
1.034 -0.007 0.781
0.251 0.333 -1.176
0.004 0.670 -0.105
-0.447 -1.237 0.781
-0.053 -0.486 -0.081
-0.352 -0.089 0.007
0.009 -0.651 -0.013
1.248 -1.129 0.382
0.378 0.917 -1.679
-0.292 -0.363 0.531
-1.026 0.088 -0.067
2.213 -0.176 -0.828
-0.469 0.039 0.437
-1.438 -0.215 0.276
0.993 -0.939 0.738
-0.201 -0.564 1.257
-0.609 -0.008 0.104
0.294 1.293 -0.428
-0.685 0.588 1.550
-0.479 -0.460 -0.564
-0.153 0.319 1.729
0.923 0.078 2.091
-0.335 -0.463 -2.670
-0.378 -0.201 -1.181
0.124 0.306 0.186
0.163 -0.015 -0.484
0.735 -0.099 -0.954
0.033 0.060 0.260
1.068 1.350 -0.739
-1.294 -0.319 -1.139
-0.661 -1.339 0.288
0.079 0.543 1.671
0.719 2.028 -0.411
-0.018 -0.785 -0.555
-0.876 -0.251 0.242
0.225 -0.458 0.117
-0.498 -0.517 -0.225
1.544 -0.257 0.949
1.014 -1.037 -0.976
1.222 0.471 -1.932
-0.258 -0.704 0.713
0.886 -0.263 -0.449
-0.057 0.249 0.301
-1.094 1.762 0.636
-0.432 0.260 -0.231
-0.084 0.270 0.269
-0.347 0.085 0.321
-0.671 -0.887 1.072
0.665 -0.720 -1.236
-0.557 0.427 -0.234
-0.136 0.637 -0.862
-1.478 0.012 1.326
0.454 -0.743 -0.020
1.175 0.081 -0.397
-0.369 0.358 0.851
-0.248 -0.054 0.378
0.184 0.070 -0.295
0.311 -0.038 0.458
0.959 0.063 -1.843
0.572 -1.630 1.100
1.753 -0.529 0.949
-1.924 1.581 -1.210
0.228 0.719 -0.777
0.010 -2.590 1.395
-0.945 0.435 0.750
-0.042 -0.037 -0.359
-0.811 1.666 0.420
0.288 0.213 -0.626
-3.040 -0.134 -0.655
-0.374 0.374 1.455
1.613 0.358 -0.656
-0.082 -0.003 0.060
-1.531 -0.248 0.156
1.405 0.282 -0.210
0.913 0.025 0.004
0.395 0.239 0.253
0.382 -0.921 -0.190
0.130 0.069 0.118
-1.189 -1.570 -0.876
0.000 -1.364 -1.045
-0.453 -1.150 0.063
3.719 4.459 0.073
-1.783 -2.770 -0.138
-0.461 1.381 0.405
-0.183 -1.239 1.431
-0.071 0.600 -0.016
0.880 1.074 0.981
-0.494 0.609 -0.658
-1.353 -0.770 0.553
1.538 -0.196 -0.976
0.264 1.186 0.234
4.625 2.781 0.579
-3.417 -4.099 -0.090
-1.562 0.051 -0.452
0.192 0.453 -0.319
0.657 0.339 -0.399
-0.329 -0.257 0.417
-0.615 0.373 0.352
-1.106 -1.105 0.422
-0.110 -0.239 -0.278
-0.541 0.180 0.414
1.120 0.065 -0.363
-0.330 -0.284 0.076
0.673 1.319 -0.078
-0.336 0.208 0.034
0.412 -0.586 0.396
-0.092 -0.069 -1.133
0.345 0.475 0.508
1.159 0.622 0.003
0.656 -0.286 -0.551
-0.699 0.359 2.345
0.106 -0.179 -1.264
-0.010 0.454 0.369
-0.293 0.499 0.857
0.300 -0.573 -0.235
-0.907 -0.342 -0.754
-0.750 -0.315 -0.709
0.432 -0.315 -0.204
-0.528 1.203 1.016
-0.510 0.666 -0.313
0.830 0.484 -0.658
-2.169 -0.190 2.102
1.227 0.353 -1.236
1.129 -1.246 -0.669
-0.536 -0.490 -0.359
0.634 0.003 0.141
-0.041 -0.541 0.408
-0.103 -0.126 -0.508
1.790 -0.993 1.211
-1.795 0.342 1.348
-1.339 2.425 -0.453
-0.765 -5.825 -1.419
1.532 2.148 1.280
-0.303 1.870 0.055
-0.525 -0.007 -0.583
-0.760 0.154 0.065
0.514 0.163 -0.696
1.508 -0.350 -0.701
-1.038 0.408 0.833
0.130 -1.639 0.319
0.282 1.677 -0.998
1.811 1.933 1.310
-1.050 -1.496 -0.296
-0.632 -0.733 -0.960
0.819 -0.226 -0.148
0.111 -0.286 -1.200
-0.202 0.072 0.322
-0.225 0.403 0.772

Values from the calculation:
LUMO: 0.191 eV